1.
The following is a DFT calculation (ωB97M-V/def2-TZVPD) of C4H7NS2 in the gas phase.

The value obtained for the frontier orbital gap is 8.98 eV. Its HOMO energy is -8.678 eV. As for the total charge: 0.

Atoms and positions in Å:
C  1.07  0.39  0.88
C  -0.11  -0.41  0.23
C  0.16  -0.67  -1.17
C  -0.85  0.52  -1.47
H  0.37  -0.80  2.81
H  2.02  -0.24  0.55
H  1.04  1.33  0.26
H  -0.32  -1.24  0.88
H  -0.38  -1.42  -1.79
H  1.18  -0.66  -1.58
H  -2.03  0.84  0.55
N  -1.31  0.28  -0.08
S  0.63  0.62  2.65
S  -1.48  1.45  -2.73

***

2.
The following is a DFT calculation (ωB97M-V/def2-TZVPD) of 2 unconnected molecules or ions with the total composition C21H22IO6.

The value obtained for the frontier orbital gap is 6.41 eV. Its HOMO energy is -11.159 eV. As for the total charge: +1.

Atoms and positions in Å:
C  -4.94  3.45  -2.71
O  -4.86  2.10  -2.18
C  -3.75  1.34  -2.41
C  -3.68  0.07  -1.79
C  -2.51  -0.65  -1.81
C  -1.37  -0.12  -2.44
C  -0.19  -0.94  -2.52
O  0.76  -0.58  -3.35
C  1.71  -1.60  -3.72
C  -1.49  1.07  -3.21
C  -2.65  1.81  -3.16
H  -5.92  3.78  -2.36
H  -4.15  4.11  -2.31
H  -4.91  3.47  -3.82
H  -4.55  -0.25  -1.24
H  -2.44  -1.64  -1.39
H  -0.12  -1.93  -2.05
H  2.41  -1.06  -4.37
H  2.20  -1.99  -2.81
H  1.23  -2.43  -4.28
H  -0.69  1.38  -3.88
H  -2.70  2.78  -3.65
C  3.42  -2.51  1.81
C  2.22  -3.30  2.28
C  2.62  -4.68  2.82
O  1.52  -2.61  3.34
C  0.96  -1.40  2.96
O  0.81  -0.54  3.80
C  0.53  -1.28  1.54
I  -1.02  0.10  1.38
C  0.10  1.86  1.96
C  -0.27  2.61  3.08
C  0.47  3.77  3.40
C  1.57  4.13  2.62
C  1.95  3.35  1.52
C  1.21  2.20  1.19
C  0.51  -2.50  0.76
O  -0.19  -2.71  -0.22
O  1.30  -3.54  1.20
H  3.17  -1.50  1.48
H  4.13  -2.46  2.64
H  3.90  -3.07  0.99
H  1.74  -5.19  3.20
H  3.08  -5.26  2.01
H  3.35  -4.56  3.62
H  -1.10  2.30  3.70
H  0.17  4.37  4.25
H  2.15  5.03  2.87
H  2.81  3.62  0.92
H  1.50  1.57  0.35

***

Number 1: strongest force on any atom 4.71 eV/Å. Number 2: strongest force on any atom 2.12 eV/Å.